a | # C6H9N

One molecule with the formula C6H9N (ωB97M-V with the def2-TZVPD basis set, the Open Molecules 2025 dataset).

Output
LUMO energy = 1.088 eV
SMILES = C[C@]12C[C@H]1[C@H]1N[C@H]12
Highest occupied orbital energy = -0.3116 hartree
Frontier orbital gap = 0.3515 hartree

Each line ends with the Löwdin charge.
Cartesian coordinates (Å):
C -1.69 -0.69 0.72  -0.032
C -0.40 -0.28 0.08  -0.321
C 0.99 -1.10 0.07  -0.030
C 0.86 0.20 0.73  -0.188
C 0.86 1.40 -0.28  -0.190
N 0.90 1.00 -1.66  0.056
C -0.36 0.86 -0.96  -0.187
H -2.19 0.15 1.20  0.081
H -1.55 -1.43 1.49  0.075
H -2.39 -1.10 0.01  0.074
H 0.94 -1.99 0.67  0.094
H 1.74 -1.27 -0.71  0.090
H 1.04 0.35 1.78  0.134
H 1.09 2.42 0.01  0.128
H 1.39 0.11 -1.79  0.082
H -1.24 1.36 -1.36  0.135

---

b | # C6H9N

One molecule with the formula C6H9N (ωB97M-V with the def2-TZVPD basis set, the Open Molecules 2025 dataset).

Output
LUMO energy = 1.004 eV
SMILES = C#CCNC(=C)C
Highest occupied orbital energy = -0.2941 hartree
Frontier orbital gap = 0.3309 hartree

Each line ends with the Löwdin charge.
Cartesian coordinates (Å):
C 2.02 -1.65 0.80  0.109
C 0.82 -1.66 0.73  -0.142
C -0.63 -1.61 0.51  -0.220
N -1.14 -0.26 0.28  -0.009
C -0.37 0.67 -0.43  -0.426
C 0.49 0.31 -1.39  0.013
C -0.55 2.12 -0.03  -0.046
H 3.09 -1.58 0.80  0.028
H -0.86 -2.27 -0.34  0.118
H -1.18 -2.02 1.36  0.121
H -1.63 0.12 1.07  0.111
H 1.11 1.04 -1.89  0.061
H 0.58 -0.72 -1.71  0.056
H 0.43 2.60 0.06  0.080
H -1.05 2.23 0.94  0.069
H -1.13 2.69 -0.77  0.080

---

Relative energies with respect to the most stable structure, expressed in kJ/mol: a 90.4; b 0.0.